{
  "formula": "C20H25BF10K2NO18S3",
  "method": "the ωB97M-V functional and the def2-TZVPD basis",
  "gap_ev": 1.055,
  "homo_ev": -2.63,
  "charge": -1,
  "total_energy_ev": -152478.5287,
  "species": ["O", "C", "O", "C", "C", "B", "O", "O", "C", "C", "C", "C", "N", "C", "S", "O", "O", "F", "S", "O", "O", "C", "F", "F", "C", "F", "F", "C", "F", "F", "F", "H", "H", "H", "H", "H", "H", "H", "H", "O", "H", "H", "H", "O", "H", "H", "C", "O", "O", "O", "K", "O", "H", "H", "C", "C", "O", "S", "O", "O", "O", "H", "H", "H", "H", "K", "C", "C", "C", "C", "C", "C", "H", "H", "H", "H", "H", "H", "F", "F"],
  "coordinates": [[0.090, 1.122, 3.871], [-0.470, 1.675, 2.918], [-0.350, 1.340, 1.539], [1.001, 1.017, 1.155], [2.130, 2.010, 1.704], [1.986, 3.557, 1.211], [2.406, 4.054, -0.070], [1.433, 4.489, 2.155], [1.422, -0.515, 1.436], [2.804, -1.019, 1.001], [2.962, -2.511, 1.326], [1.831, -3.262, 1.992], [0.562, -2.832, 2.450], [0.461, -1.461, 2.126], [1.033, 1.182, -0.735], [2.404, 1.311, -1.271], [0.080, 2.225, -1.215], [0.382, -0.284, -1.282], [-1.665, 3.092, 3.294], [-1.250, 3.883, 4.496], [-1.557, 4.024, 2.085], [-3.410, 2.382, 3.407], [-4.284, 3.154, 4.307], [-3.251, 1.109, 4.069], [-4.082, 2.064, 1.988], [-5.289, 1.330, 2.270], [-3.305, 1.231, 1.146], [-4.536, 3.344, 1.114], [-4.474, 4.599, 1.792], [-5.871, 3.121, 0.649], [-3.742, 3.383, -0.066], [3.164, 1.656, 1.323], [2.233, 2.006, 2.855], [1.613, 4.497, -0.457], [1.144, 5.279, 1.647], [3.589, -0.377, 0.491], [3.942, -3.057, 1.062], [2.022, -4.389, 2.166], [-0.537, -0.983, 2.449], [5.428, -3.847, -0.800], [5.018, -3.933, -1.697], [6.209, -3.241, -0.818], [5.663, -4.728, -0.425], [-4.783, -1.245, 1.328], [-5.748, -1.129, 1.428], [-4.433, -0.377, 1.534], [-8.265, -0.790, 0.701], [-8.308, -1.771, -0.051], [-8.975, 0.256, 0.573], [-7.503, -0.684, 1.710], [-3.219, 5.965, 3.088], [-8.684, 2.822, -0.595], [-7.824, 3.195, -0.366], [-8.670, 1.933, -0.193], [-1.863, -2.999, -2.584], [-2.465, -4.105, -1.725], [-2.445, -3.596, -0.392], [-2.648, -1.983, -0.435], [-4.028, -1.686, -0.176], [-1.585, -1.367, 0.304], [-2.354, -1.782, -2.033], [-0.771, -2.993, -2.508], [-2.153, -3.086, -3.632], [-1.899, -5.035, -1.790], [-3.508, -4.294, -1.999], [-5.714, 4.794, 5.633], [8.454, -2.115, -5.211], [7.430, -3.054, -5.246], [6.180, -2.742, -4.716], [5.954, -1.485, -4.160], [6.980, -0.544, -4.128], [8.231, -0.859, -4.650], [9.428, -2.358, -5.620], [7.605, -4.031, -5.686], [5.381, -3.479, -4.737], [4.978, -1.240, -3.751], [6.803, 0.436, -3.697], [9.030, -0.129, -4.622], [9.079, 0.252, -6.877], [-2.628, 3.609, 6.623]]
}